The following is a DFT calculation (the ωB97M-V functional and the def2-TZVPD basis) of a cluster of 5 separate species, C20H46F6NO12P2 in total.

XYZ file:
```
87
Properties=species:S:1:pos:R:3
N 0.25 -0.75 1.51
H -0.73 -0.41 1.49
H 0.82 -0.45 0.72
H 0.27 -1.78 1.71
H 0.58 -0.31 2.40
C 1.31 1.12 4.32
O 1.05 1.58 2.97
O 1.42 -0.20 4.22
C 2.48 1.91 4.94
F 2.37 1.83 6.28
F 3.71 1.47 4.65
F 2.47 3.23 4.65
C 0.21 2.67 2.73
C 0.15 3.04 1.25
H 1.16 3.11 0.85
H -0.29 2.22 0.68
H -0.34 4.00 1.17
H 0.56 3.55 3.29
H -0.83 2.52 3.05
H 0.40 1.34 4.90
C 1.93 -4.06 1.42
O 3.02 -3.25 0.97
O 1.18 -3.37 2.28
C 1.24 -4.64 0.14
F 0.09 -5.26 0.52
F 0.95 -3.75 -0.85
F 2.00 -5.60 -0.48
C 4.23 -3.88 0.60
C 5.05 -2.91 -0.29
H 4.32 -2.15 -0.59
H 5.85 -2.35 0.18
H 5.35 -3.45 -1.19
H 4.01 -4.77 0.02
H 4.81 -4.06 1.51
H 2.26 -4.95 1.99
C -3.53 4.65 0.57
C -3.52 3.35 1.31
O -3.30 2.24 0.45
P -3.31 0.69 0.80
O -2.36 0.41 1.91
O -4.86 0.38 1.12
C -5.32 0.14 2.44
C -6.81 -0.12 2.39
O -3.09 0.14 -0.68
C -3.45 -1.18 -1.11
C -2.51 -2.20 -0.49
H -3.60 5.52 1.23
H -2.56 4.80 0.08
H -4.33 4.76 -0.17
H -2.73 3.33 2.07
H -4.48 3.21 1.81
H -4.81 -0.74 2.84
H -5.14 0.97 3.13
H -6.97 -1.10 1.93
H -7.27 -0.11 3.38
H -7.37 0.60 1.80
H -4.45 -1.34 -0.68
H -3.46 -1.30 -2.19
H -1.53 -1.96 -0.92
H -2.41 -1.98 0.57
H -2.62 -3.24 -0.77
C 2.21 -3.23 -3.73
C 1.56 -1.87 -3.90
O 1.30 -1.26 -2.63
P 1.51 0.27 -2.28
O 1.01 0.56 -0.93
O 3.04 0.59 -2.54
C 3.55 1.84 -3.04
C 4.19 2.56 -1.90
O 0.77 1.15 -3.39
C -0.67 1.06 -3.52
C -0.98 1.63 -4.91
H 3.18 -3.18 -3.24
H 1.66 -4.00 -3.19
H 2.34 -3.61 -4.74
H 2.27 -1.24 -4.46
H 0.60 -1.86 -4.42
H 4.29 1.66 -3.83
H 2.75 2.40 -3.52
H 3.46 2.57 -1.09
H 5.13 2.14 -1.54
H 4.39 3.60 -2.17
H -0.92 0.01 -3.32
H -1.10 1.72 -2.77
H -2.02 1.91 -5.00
H -0.35 2.51 -5.07
H -0.67 0.92 -5.68
```

## Properties
HOMO-LUMO gap ... 5.75 eV
Charge ... -1
Calculated total energy ... -3029.4129 Eh

---

The following is a DFT calculation (the ωB97M-V functional and the def2-TZVPD basis) of a cluster of 7 separate species, C20H46N15O8 in total.

XYZ file:
```
89
Properties=species:S:1:pos:R:3
C 5.39 -0.84 -1.25
C 4.50 0.04 -2.05
C 2.96 0.31 -1.47
C 2.33 -1.19 -1.24
C 2.53 -2.28 -2.48
C 1.85 -3.79 -2.25
C 1.06 -4.03 -0.84
N 0.88 -3.07 0.30
C 1.48 -1.71 0.06
C 3.17 1.08 -0.03
O 2.29 2.23 0.20
C 2.63 3.19 -0.87
C 2.43 2.64 -2.39
N 2.27 1.14 -2.54
C 0.81 0.82 -2.77
C -0.18 1.08 -1.50
O -0.60 2.50 -1.32
C -1.60 0.27 -1.86
N -2.15 -0.53 -0.71
H 6.23 -0.33 -0.56
H 5.26 -2.00 -1.31
H 4.90 0.55 -3.06
H 3.10 -1.98 -3.47
H 1.97 -4.59 -3.11
H 0.57 -5.11 -0.70
H 1.35 -0.92 0.95
H 4.28 1.52 -0.03
H 3.10 0.39 0.91
H 3.72 3.60 -0.74
H 1.89 4.11 -0.73
H 3.43 2.92 -2.99
H 1.58 3.28 -2.89
H 2.77 0.89 -3.45
H 0.63 -0.26 -3.24
H 0.45 1.57 -3.63
H 0.22 0.72 -0.46
H -1.30 2.48 -0.60
H -1.51 -0.39 -2.83
H -2.43 1.10 -2.12
H -1.51 -0.51 0.12
H -2.31 -1.53 -1.05
C -2.96 -4.58 -1.58
O -3.35 -3.43 -1.45
N -1.69 -4.89 -1.91
N -3.76 -5.65 -1.41
H -1.35 -5.83 -2.03
H -1.05 -4.11 -2.06
H -4.72 -5.46 -1.16
H -3.46 -6.60 -1.51
C 0.43 5.08 2.12
O 1.23 5.60 1.36
N 0.12 3.78 2.07
N -0.21 5.78 3.07
H -0.54 3.34 2.69
H 0.58 3.22 1.36
H -0.01 6.77 3.14
H -0.88 5.37 3.71
C -1.59 0.79 3.45
O -0.79 1.30 2.68
N -1.91 -0.52 3.40
N -2.24 1.48 4.40
H -2.57 -0.96 4.02
H -1.45 -1.08 2.69
H -2.03 2.47 4.47
H -2.90 1.08 5.04
C -4.06 -2.45 -5.28
O -3.14 -3.24 -5.38
N -4.77 -2.29 -4.14
N -4.46 -1.66 -6.29
H -5.53 -1.64 -4.04
H -4.50 -2.86 -3.35
H -3.95 -1.75 -7.17
H -5.22 -1.00 -6.23
C -1.28 7.92 6.08
O -1.27 6.74 6.40
N -2.33 8.73 6.30
N -0.23 8.52 5.49
H -2.36 9.70 6.04
H -3.14 8.31 6.75
H 0.58 7.95 5.31
H -0.22 9.49 5.22
C 1.39 -7.04 1.93
O 0.39 -6.91 1.24
N 1.98 -8.23 2.14
N 2.00 -6.00 2.53
H 2.81 -8.36 2.70
H 1.56 -9.04 1.71
H 1.59 -5.09 2.40
H 2.83 -6.09 3.10
```

## Properties
HOMO-LUMO gap ... 6.96 eV
Charge ... +1
Calculated total energy ... -2212.4173 Eh

---

The following is a DFT calculation (the ωB97M-V functional and the def2-TZVPD basis) of a structure of composition C20H47Br6O12P3.

XYZ file:
```
88
Properties=species:S:1:pos:R:3
C 1.24 -1.67 1.19
Br 3.02 -2.20 0.62
Br 1.26 0.14 2.02
Br 0.41 -2.92 2.40
H 0.60 -1.60 0.31
C 2.12 -5.19 -0.91
Br 0.22 -4.54 -1.03
Br 2.49 -6.64 -2.12
Br 2.48 -5.77 0.97
H 2.79 -4.34 -1.08
C 2.84 -3.78 -4.89
C 2.36 -2.33 -4.82
O 1.74 -2.26 -3.58
P 0.79 -1.02 -3.20
O 0.07 -1.23 -1.93
O 1.81 0.23 -3.26
C 1.97 1.22 -2.29
C 2.84 0.67 -1.22
O -0.14 -0.89 -4.54
C -1.24 -1.67 -4.81
C -0.92 -3.18 -4.99
H 3.36 -4.04 -3.97
H 1.98 -4.43 -5.03
H 3.53 -4.05 -5.69
H 3.14 -1.57 -4.72
H 1.66 -2.04 -5.60
H 2.39 2.11 -2.76
H 1.06 1.59 -1.81
H 2.18 0.09 -0.58
H 3.50 -0.10 -1.63
H 3.39 1.42 -0.65
H -1.86 -1.52 -3.93
H -1.73 -1.27 -5.70
H -0.33 -3.42 -5.88
H -0.36 -3.58 -4.16
H -1.78 -3.81 -5.19
C -1.07 2.58 -3.69
C -1.19 4.05 -3.25
O 0.13 4.42 -2.82
P 0.29 5.28 -1.43
O 1.75 5.46 -1.05
O -0.50 6.66 -1.61
C 0.22 7.68 -2.16
C -0.74 8.85 -2.51
O -0.55 4.45 -0.33
C -0.22 4.49 1.01
C -0.68 3.14 1.60
H -0.07 2.45 -4.12
H -1.08 1.92 -2.82
H -1.78 2.22 -4.44
H -1.52 4.73 -4.03
H -1.89 4.18 -2.43
H 0.98 8.02 -1.46
H 0.71 7.46 -3.11
H -0.12 9.67 -2.89
H -1.37 8.58 -3.35
H -1.42 9.17 -1.72
H 0.83 4.72 1.21
H -0.80 5.33 1.40
H -0.35 2.40 0.88
H -0.21 3.01 2.58
H -1.75 2.92 1.62
C 1.50 -1.12 5.50
C 1.23 -2.21 6.56
O 0.08 -2.96 6.27
P -1.42 -2.36 6.44
O -1.70 -1.71 7.77
O -1.66 -1.45 5.14
C -2.91 -0.80 4.78
C -2.69 -0.40 3.31
O -2.31 -3.71 6.12
C -2.07 -4.38 4.87
C -3.42 -5.05 4.72
H 0.74 -0.35 5.64
H 2.50 -0.72 5.63
H 1.47 -1.48 4.47
H 2.09 -2.87 6.51
H 1.10 -1.79 7.55
H -3.72 -1.53 4.84
H -3.11 0.00 5.49
H -3.45 0.32 2.98
H -1.78 0.19 3.17
H -2.61 -1.26 2.64
H -1.80 -3.74 4.03
H -1.24 -5.07 5.01
H -3.43 -5.43 3.70
H -3.53 -5.91 5.38
H -4.32 -4.44 4.83
```

## Properties
⟨S²⟩ ... 0.757
2S+1 ... 2
HOMO-LUMO gap (alpha / beta) ... 8.22 / 3.12 eV
Charge ... +1
Calculated total energy ... -18161.1571 Eh

---

The records above give, respectively, F_max values of 0.064 0.127 0.080 hartree/bohr.